{
  "formula": "C3H11NO",
  "method": "ωB97M-V/def2-TZVPD",
  "symbols": ["C", "C", "N", "C", "H", "H", "H", "H", "H", "H", "H", "H", "H", "H", "H", "O"],
  "positions_angstrom": [[0.09804, 0.69295, -1.99237], [-0.36166, -0.22521, -0.81532], [-1.37255, 0.49491, -0.06211], [-1.88270, -0.23553, 1.13205], [0.65966, 0.11397, -2.70834], [-0.70189, 1.23284, -2.51154], [0.47970, 1.65778, -1.61784], [-0.59478, -1.21029, -1.23809], [0.56790, -0.31940, -0.25397], [-1.03224, 1.36292, 0.32820], [-1.37706, 0.04120, 2.06088], [-2.07513, -1.30792, 1.08142], [-2.90470, 0.17423, 1.16128], [2.18905, -0.20987, 1.16722], [2.71657, -1.46944, 1.62323], [3.03035, -0.59328, 1.39374]],
  "charge": 0,
  "fmax_ev_per_a": 2.8,
  "total_energy_ha": -250.840549,
  "smiles": "CCNC.O",
  "mol_weight_g_mol": 77.1,
  "e_above_lowest_kj_mol": 147.3,
  "orbital_gap_ev": 9.729
}